No. 1
Here is a gas-phase ion, C3H2N2O4S (charge -2) at a distorted geometry from the Open Molecules 2025 dataset. Energies are from wB97M-V/def2-TZVPD.

Geometry (Å):
H -1.41840 0.36173 -1.19623
O 1.21821 1.37926 1.20294
O 0.17746 -2.02569 -1.32522
C -2.39737 -0.32175 0.40495
O 2.89637 1.79228 -0.22797
H -0.64585 0.96079 0.38803
C 1.91304 1.11559 0.20055
O 0.86057 -1.72724 0.99150
C -1.23146 0.17450 -0.08018
S 0.58661 -1.09131 -0.26784
N -3.46241 -0.69061 0.64058
N 1.50324 0.07245 -0.73110

Results
Molar mass, u: 162.1
Net charge: -2
Frontier orbital gap, eV: 6.964
ΔE to the lowest compared entry with this formula, charge and spin, kJ/mol: 13.5



No. 2
Here is a single C3H2N2OS molecule at a distorted geometry from the Open Molecules 2025 dataset. Energies are from wB97M-V/def2-TZVPD.

Geometry (Å):
H 0.44531 -0.20976 -0.84538
H 0.46460 -0.35033 0.87214
C -1.84722 -0.27720 -0.07290
N -1.41702 1.97144 -0.04654
S -2.37872 -1.75095 -0.00165
C -2.49824 1.02224 -0.06067
O -3.67921 1.20703 0.09716
C -0.15604 0.12712 -0.04759
N -0.28863 1.52324 -0.06982

Results
Molar mass, u: 114.1
Net charge: 0
2S+1: 3
Frontier orbital gap (alpha / beta), eV: 7.360 / 6.476
ΔE to the lowest compared entry with this formula, charge and spin, kJ/mol: 134.4



No. 3
Here is 2 unconnected molecules or ions with the total composition C3H2N3S at a distorted geometry from the Open Molecules 2025 dataset. Energies are from wB97M-V/def2-TZVPD.

Geometry (Å):
C -2.54179 1.09920 -0.01540
N -1.89921 2.12701 0.08614
N -1.29937 3.08117 0.21450
C 0.75089 0.14340 0.30130
S -4.09843 -1.05631 -0.07122
H -0.27153 -1.65653 -0.55161
H 1.54818 0.70682 0.61675
N -3.22143 0.13767 -0.06691
C 0.06576 -0.71696 -0.28742

Results
Molar mass, u: 112.1
Net charge: +1
Frontier orbital gap (alpha / beta), eV: 7.063 / 6.968
ΔE to the lowest compared entry with this formula, charge and spin, kJ/mol: 455.6



No. 4
Here is a single C3H2N4O molecule at a distorted geometry from the Open Molecules 2025 dataset. Energies are from wB97M-V/def2-TZVPD.

Geometry (Å):
N 1.10164 -3.08548 1.43033
H -1.91982 0.62702 -1.02056
N 1.16334 0.25821 0.67334
C -0.13275 1.45706 -0.66750
N -1.15273 0.57978 -0.28537
O -0.69078 -0.76589 -0.28010
N 1.02114 1.34544 -0.17183
H -0.40240 2.33856 -1.30072
C 0.33550 -0.73222 0.54204
C 0.67684 -2.02247 1.08037

Results
Molar mass, u: 110.1
Net charge: 0
Frontier orbital gap, eV: 9.064
ΔE to the lowest compared entry with this formula, charge and spin, kJ/mol: 248.1



No. 5
Here is a single C3H2N4O molecule at a distorted geometry from the Open Molecules 2025 dataset. Energies are from wB97M-V/def2-TZVPD.

Geometry (Å):
N -0.15737 0.73149 1.56885
C 0.10944 0.31577 -1.13898
C 0.38794 -1.42221 0.67870
N 0.54845 -0.32295 1.63421
H 0.37653 -2.04378 -1.48070
C 0.13873 -1.16508 -0.72025
H 0.58939 -2.47187 1.09460
N -1.23247 0.55477 0.59389
O 1.01158 0.85343 -1.84924
N -0.99793 0.65344 -0.61649

Results
Molar mass, u: 110.1
Net charge: 0
Frontier orbital gap, eV: 8.622
ΔE to the lowest compared entry with this formula, charge and spin, kJ/mol: 442.7



No. 6
Here is a gas-phase ion, C3H2NO2S (charge -1) at a distorted geometry from the Open Molecules 2025 dataset. Energies are from wB97M-V/def2-TZVPD.

Geometry (Å):
C 0.01028 1.28373 0.18754
S -1.21541 0.13824 0.96084
O -2.51332 -1.59501 -0.55843
H -0.76666 -0.49459 -1.09441
C 2.00241 -0.23598 -0.05429
O 2.90387 -0.93558 -0.24114
N 1.25658 0.65332 0.25882
C -1.60392 -0.78409 -0.41030
H -0.07383 1.96997 0.95136

Results
Molar mass, u: 116.1
Net charge: -1
Frontier orbital gap, eV: 6.434
ΔE to the lowest compared entry with this formula, charge and spin, kJ/mol: 219.2



No. 7
Here is 2 unconnected molecules or ions with the total composition C3H2NO2S at a distorted geometry from the Open Molecules 2025 dataset. Energies are from wB97M-V/def2-TZVPD.

Geometry (Å):
S -0.82101 -0.87649 0.30142
C -0.27295 0.63856 0.69576
C -0.08197 0.12786 -1.88552
H 0.96650 -0.02352 -1.62348
H -0.12439 1.28304 -1.60895
N 2.05333 1.02888 1.58901
C 1.02052 0.68040 1.24149
O -2.20676 -0.96326 -0.04910
O -0.53329 -1.89546 1.33938

Results
Molar mass, u: 116.1
Net charge: -1
Frontier orbital gap (alpha / beta), eV: 7.343 / 7.342
ΔE to the lowest compared entry with this formula, charge and spin, kJ/mol: 728.4



No. 8
Here is a gas-phase ion, C3H2NO3 (charge -1) at a distorted geometry from the Open Molecules 2025 dataset. Energies are from wB97M-V/def2-TZVPD.

Geometry (Å):
O -1.14925 -0.27642 1.30737
O 0.15111 0.91067 -1.85050
H -1.13893 1.56164 0.36116
C 0.04242 0.25256 -0.83399
O 2.37436 -1.77018 1.07071
C -1.10923 0.36107 0.14767
H -2.15692 0.27974 -0.21490
C 1.73575 -1.04155 0.40330
N 1.25068 -0.27754 -0.39083

Results
Molar mass, u: 100.1
Net charge: -1
Frontier orbital gap, eV: 6.581
ΔE to the lowest compared entry with this formula, charge and spin, kJ/mol: 208.8



No. 9
Here is a gas-phase ion, C3H2NOS2 (charge -1) at a distorted geometry from the Open Molecules 2025 dataset. Energies are from wB97M-V/def2-TZVPD.

Geometry (Å):
C -0.33423 1.61663 0.15908
C -1.67879 -1.54258 0.38920
S -2.40033 -0.47137 -0.66316
N 0.61783 0.92135 -0.18526
H 1.47940 -0.79805 -1.15306
H 2.09253 -0.30786 0.59462
C 1.23182 -0.39124 -0.10831
S 0.06689 -1.50506 0.64420
O -1.07511 2.47819 0.32269

Results
Molar mass, u: 132.2
Net charge: -1
Frontier orbital gap, eV: 5.991
ΔE to the lowest compared entry with this formula, charge and spin, kJ/mol: 332.6



No. 10
Here is 2 unconnected molecules or ions with the total composition C3H2NOS2 at a distorted geometry from the Open Molecules 2025 dataset. Energies are from wB97M-V/def2-TZVPD.

Geometry (Å):
H -1.82783 -1.20753 0.94926
C 1.44580 1.26691 -0.74934
H -0.89744 0.05073 1.89933
S 0.78004 -1.89863 -0.73955
N 1.03398 1.04924 0.35434
O 2.05713 1.27973 -1.74865
C -1.14611 -0.41626 0.84977
S -1.39189 0.45059 -0.67982
C -0.05369 -0.57479 -0.13535

Results
Molar mass, u: 132.2
Net charge: -1
Frontier orbital gap, eV: 7.217
ΔE to the lowest compared entry with this formula, charge and spin, kJ/mol: 292.1



No. 11
Here is a molecular structure, C3H2NOS2 at a distorted geometry from the Open Molecules 2025 dataset. Energies are from wB97M-V/def2-TZVPD.

Geometry (Å):
H 2.15678 -0.34221 -0.72400
S -3.24007 -1.16272 -0.71881
C 1.48876 -0.22178 0.15389
C -0.20093 1.66562 0.02173
S -0.29340 -1.79023 0.32683
C -1.78375 -1.50801 -0.07397
N 0.67868 0.89019 -0.15091
O -0.94675 2.60386 0.09865
H 2.14069 -0.13471 1.06660

Results
Molar mass, u: 132.2
Net charge: -1
2S+1: 3
Frontier orbital gap (alpha / beta), eV: 4.372 / 6.998
ΔE to the lowest compared entry with this formula, charge and spin, kJ/mol: 109.5



No. 12
Here is 2 unconnected molecules or ions with the total composition C3H2NS2 at a distorted geometry from the Open Molecules 2025 dataset. Energies are from wB97M-V/def2-TZVPD.

Geometry (Å):
N 1.22298 -0.62060 0.03139
C 1.53904 0.62330 -0.03629
H 2.54600 0.99202 -0.07856
H -0.53397 -1.77563 0.12085
C -0.13256 -0.77794 0.06933
S -3.93661 -0.50445 -0.07959
S 0.17718 1.71116 -0.05994
C -0.88206 0.35215 0.03281

Results
Molar mass, u: 116.2
Net charge: -1
Frontier orbital gap (alpha / beta), eV: 6.052 / 6.931
ΔE to the lowest compared entry with this formula, charge and spin, kJ/mol: 387.5



No. 13
Here is 2 unconnected molecules or ions with the total composition C3H2O at a distorted geometry from the Open Molecules 2025 dataset. Energies are from wB97M-V/def2-TZVPD.

Geometry (Å):
O 0.61991 -2.37661 -1.33405
C -0.43943 2.18894 0.37994
C 0.35651 -1.89266 -0.30775
H 0.22601 -2.26407 0.70277
C -0.25001 1.19510 -0.25984
H -0.51300 3.14930 0.81893

Results
Molar mass, u: 54.0
Net charge: 0
Frontier orbital gap (alpha / beta), eV: 9.569 / 6.600
ΔE to the lowest compared entry with this formula, charge and spin, kJ/mol: 473.4



No. 14
Here is a molecular structure, C3H2O at a distorted geometry from the Open Molecules 2025 dataset. Energies are from wB97M-V/def2-TZVPD.

Geometry (Å):
C -1.49282 0.05244 -0.17330
C 1.58730 -0.06002 0.18929
H -1.36116 -0.71829 0.55872
C 0.40067 -0.32557 0.32000
O -1.75495 0.86821 -0.95790
H 2.62093 0.18448 0.06188

Results
Molar mass, u: 54.0
Net charge: 0
Frontier orbital gap, eV: 9.789
ΔE to the lowest compared entry with this formula, charge and spin, kJ/mol: 306.0



No. 15
Here is 2 unconnected molecules or ions with the total composition C3H2O at a distorted geometry from the Open Molecules 2025 dataset. Energies are from wB97M-V/def2-TZVPD.

Geometry (Å):
O -1.12054 0.08806 -1.33184
H -1.08360 -0.88859 0.92546
C 2.23838 0.25420 0.64754
C -0.21920 -0.34421 0.65900
H -0.84698 0.90486 -1.54923
C 1.03195 -0.01432 0.64906

Results
Molar mass, u: 54.0
Net charge: 0
Frontier orbital gap (alpha / beta), eV: 7.361 / 7.255
ΔE to the lowest compared entry with this formula, charge and spin, kJ/mol: 619.1



No. 16
Here is a single C3H2O2 molecule at a distorted geometry from the Open Molecules 2025 dataset. Energies are from wB97M-V/def2-TZVPD.

Geometry (Å):
O -1.49057 -0.77944 0.02708
C -0.68873 0.33757 0.04531
C 2.02040 0.11724 -0.05928
H -2.55437 -0.83207 -0.17495
C 0.71555 -0.13799 0.31167
O -0.96531 1.49381 0.04677
H 2.96302 -0.19911 -0.19659

Results
Molar mass, u: 70.0
Net charge: 0
Frontier orbital gap, eV: 10.125
ΔE to the lowest compared entry with this formula, charge and spin, kJ/mol: 257.0



No. 17
Here is a single C3H2O2S molecule at a distorted geometry from the Open Molecules 2025 dataset. Energies are from wB97M-V/def2-TZVPD.

Geometry (Å):
O 0.24092 1.70926 -0.01554
C 1.92298 0.06754 -0.00913
C 0.49337 0.50469 -0.02273
H 2.59156 0.95110 0.24547
O 2.29526 -1.07299 -0.01017
S -2.11292 -0.27975 0.00611
C -0.56921 -0.57716 0.01286
H -0.15711 -1.53574 -0.02356

Results
Molar mass, u: 102.1
Net charge: 0
Frontier orbital gap, eV: 7.344
ΔE to the lowest compared entry with this formula, charge and spin, kJ/mol: 137.5



No. 18
Here is a single C3H2O3 molecule at a distorted geometry from the Open Molecules 2025 dataset. Energies are from wB97M-V/def2-TZVPD.

Geometry (Å):
C -0.78109 0.72510 -0.00855
O 0.47190 -1.11763 0.12973
O 2.53431 -0.15474 0.02200
H -1.61515 -1.26141 -0.12620
H -1.64844 1.38322 -0.07087
C -0.82868 -0.59204 0.16280
C 1.34632 -0.11429 0.00877
O 0.52083 1.13180 -0.11768

Results
Molar mass, u: 86.0
Net charge: 0
Frontier orbital gap, eV: 10.505
ΔE to the lowest compared entry with this formula, charge and spin, kJ/mol: 72.9



No. 19
Here is a single C3H2O3 molecule from the Open Molecules 2025 dataset. Energies are from wB97M-V/def2-TZVPD.

Geometry (Å):
H -0.30467 0.35718 1.73734
C -0.18608 0.22700 -0.51008
O -2.08046 0.75052 0.83591
C -0.91063 0.46870 0.82160
C 1.06927 -0.63762 -0.45232
O -0.57608 0.68172 -1.55640
O 1.54801 -0.98080 0.60052
H 1.48948 -0.91914 -1.43561

Results
Molar mass, u: 86.0
Net charge: 0
Frontier orbital gap, eV: 8.389
ΔE to the lowest compared entry with this formula, charge and spin, kJ/mol: 151.4



No. 20
Here is a single C3H2O3 molecule at a distorted geometry from the Open Molecules 2025 dataset. Energies are from wB97M-V/def2-TZVPD.

Geometry (Å):
H 1.68457 -1.34997 -0.09956
C 0.89562 -0.60833 -0.03329
O -0.32863 -1.09639 0.37765
O -0.54154 1.06435 0.05871
C 0.75400 0.70085 -0.25481
C -1.22782 -0.06445 0.32591
H 1.16947 1.49391 -0.84183
O -2.40567 -0.13997 0.46724

Results
Molar mass, u: 86.0
Net charge: 0
Frontier orbital gap, eV: 10.539
ΔE to the lowest compared entry with this formula, charge and spin, kJ/mol: 56.4